No. 1
C22H27F2OSi | the ωB97M-V functional and the def2-TZVPD basis

Computed properties:
- energy (Ha) = -1418.738102
- largest force on an atom (Eh/bohr) = 0.042
- HOMO (eV) = -10.1
- gap between HOMO and LUMO (eV) = 3.64
- charge = +1

Each line ends with the Mulliken charge.
Geometry (Å):
C -4.216 -1.058 1.789  -1.018
Si -2.596 -1.296 0.943  0.037
C -1.733 0.286 0.469  -0.742
C -1.482 -2.587 1.678  -0.822
O -3.198 -2.090 -0.444  -0.478
C -2.824 -2.017 -1.729  0.650
C -1.517 -1.963 -2.135  -0.264
C -1.212 -1.930 -3.596  -0.784
C -2.440 -1.853 -4.535  -0.740
C -3.634 -1.159 -3.895  -0.685
C -4.025 -1.936 -2.659  -0.525
H -4.127 -0.453 2.693  0.361
H -4.922 -0.567 1.110  0.288
H -4.625 -2.037 2.059  0.291
H -1.356 0.780 1.377  0.391
H -0.883 0.119 -0.206  0.053
H -2.426 0.975 -0.035  0.407
H -0.908 -2.203 2.531  0.351
H -2.108 -3.425 2.016  0.350
H -0.774 -2.963 0.927  0.177
H -0.691 -2.041 -1.403  0.281
H -0.541 -1.084 -3.805  0.273
H -0.653 -2.829 -3.891  0.328
H -2.153 -1.351 -5.463  0.347
H -2.757 -2.872 -4.795  0.291
H -3.358 -0.145 -3.589  0.284
H -4.473 -1.109 -4.596  0.338
H -4.308 -2.963 -2.955  0.264
H -4.883 -1.478 -2.143  0.283
F 5.420 5.053 2.625  -0.288
C 4.350 4.721 1.827  0.086
C 3.763 5.738 1.081  -0.455
C 2.667 5.399 0.276  -0.546
C 2.212 4.096 0.216  -0.773
C 2.837 3.045 0.955  1.299
C 2.318 1.732 0.751  -0.346
C 2.712 0.510 1.351  1.202
C 1.988 -0.657 0.941  -0.366
C 2.241 -1.903 1.489  -0.452
C 3.273 -2.072 2.427  -0.660
C 3.998 -0.940 2.796  0.120
F 5.033 -1.109 3.685  -0.300
C 3.752 0.333 2.316  -0.700
C 3.927 3.401 1.811  -0.712
H 4.141 6.752 1.119  0.476
H 2.169 6.166 -0.315  0.402
H 1.361 3.834 -0.414  0.395
H 1.503 1.649 0.022  0.274
H 1.221 -0.537 0.173  0.217
H 1.633 -2.757 1.182  0.428
H 3.507 -3.048 2.843  0.487
H 4.354 1.153 2.677  0.578
H 4.443 2.691 2.445  0.644


No. 2
C2H10NO | the ωB97M-V functional and the def2-TZVPD basis

Computed properties:
- energy (Ha) = -211.913353
- largest force on an atom (Eh/bohr) = 0.040
- HOMO (eV) = -15.0
- gap between HOMO and LUMO (eV) = 11.42
- charge = +1

Each line ends with the Mulliken charge.
Geometry (Å):
C 2.346 0.328 -0.179  -0.478
O 1.021 0.921 -0.107  -0.581
H 0.785 1.682 -0.639  0.304
H 3.069 1.096 0.139  0.247
H 2.179 -0.506 0.484  0.223
H 2.621 0.060 -1.205  0.270
C -1.982 0.094 0.425  -0.684
N -1.045 -0.976 -0.156  -0.268
H -0.807 -1.467 0.706  0.380
H -1.516 -1.654 -0.747  0.378
H -0.151 -0.544 -0.456  0.306
H -1.692 1.097 0.128  0.250
H -1.842 0.054 1.506  0.306
H -2.987 -0.185 0.101  0.349


No. 3
C4H8O3S | the ωB97M-V functional and the def2-TZVPD basis

Computed properties:
- energy (Ha) = -780.987441
- largest force on an atom (Eh/bohr) = 0.108
- HOMO (eV) = -9.0
- gap between HOMO and LUMO (eV) = 9.08
- charge = 0
- SMILES = CO[C@@H](CO)OC=S

Each line ends with the Mulliken charge.
Geometry (Å):
C 0.945 0.242 1.897  -0.524
O 0.559 -0.725 0.857  -0.350
C -0.029 -0.048 -0.248  0.056
C 1.096 0.135 -1.324  -0.320
O 0.779 1.223 -2.295  -0.570
O -1.212 -0.658 -0.828  -0.217
C -2.207 -0.916 0.004  -0.041
S -3.725 -1.261 -0.495  -0.251
H 1.040 -0.431 2.828  0.220
H 0.065 1.009 1.958  0.323
H 2.003 0.672 1.679  0.246
H -0.390 0.998 0.148  0.375
H 1.098 -0.846 -2.022  0.215
H 2.015 0.338 -0.813  0.281
H -0.373 1.380 -2.429  0.348
H -1.663 -1.112 1.083  0.210


No. 4
C22H38LaN2O5PS | the ωB97M-V functional and the def2-TZVPD basis

Computed properties:
- energy (Ha) = -2117.749998
- largest force on an atom (Eh/bohr) = 0.073
- multiplicity = 2
- HOMO (alpha / beta) (eV) = -8.1 / -11.3
- gap between HOMO and LUMO (alpha / beta) (eV) = 6.02 / 9.32
- charge = +1

Each line ends with the Mulliken charge.
Geometry (Å):
La -0.399 0.498 0.335  1.828
C 3.011 0.715 -1.166  -0.758
C 3.223 -0.686 -0.565  -0.823
O 2.078 -1.045 0.185  0.134
C 2.134 -2.392 0.620  -0.772
C 0.760 -2.797 1.160  -0.847
O -0.307 -2.370 0.336  0.040
C -0.475 -3.039 -0.905  -0.968
C 0.045 -2.207 -2.090  -0.425
O -0.425 -0.882 -1.907  0.145
C -0.091 0.036 -2.935  -0.795
C 1.391 0.431 -2.902  -0.587
O 1.682 0.919 -1.595  -0.279
H 3.730 0.879 -1.978  0.423
H 3.185 1.462 -0.390  0.220
H 4.119 -0.671 0.072  0.419
H 3.395 -1.431 -1.359  0.426
H 2.888 -2.521 1.407  0.410
H 2.415 -3.046 -0.220  0.399
H 0.572 -2.305 2.118  0.139
H 0.732 -3.885 1.301  0.512
H -1.556 -3.167 -1.029  0.227
H 0.003 -4.025 -0.897  0.531
H -0.345 -2.622 -3.032  0.416
H 1.142 -2.242 -2.125  0.180
H -0.696 0.920 -2.696  -0.026
H -0.361 -0.365 -3.921  0.463
H 1.570 1.218 -3.649  0.458
H 2.024 -0.429 -3.150  0.394
S -1.754 0.088 3.997  -0.218
C -0.969 0.045 2.656  -0.593
C -3.836 -1.245 -1.541  -1.490
P -3.062 -0.643 0.023  0.741
C -4.297 0.644 0.444  -1.153
C -3.602 -1.969 1.191  -1.198
H -4.902 -1.408 -1.384  0.484
H -3.380 -2.172 -1.882  0.363
H -3.697 -0.487 -2.308  0.290
H -5.303 0.225 0.468  0.542
H -4.235 1.420 -0.314  0.223
H -4.053 1.078 1.412  0.330
H -4.670 -2.156 1.089  0.462
H -3.391 -1.643 2.208  0.292
H -3.053 -2.890 1.009  0.271
C -2.505 3.891 0.283  -1.390
C -1.524 3.345 -0.773  0.838
C -1.992 3.771 -2.179  -1.429
O -1.377 1.978 -0.735  0.271
H -2.522 4.977 0.238  0.463
H -2.202 3.581 1.284  0.305
H -3.510 3.522 0.093  0.272
H -0.546 3.844 -0.581  -0.307
H -2.898 3.224 -2.428  0.280
H -1.227 3.528 -2.913  0.330
H -2.200 4.838 -2.220  0.423
N 2.543 3.903 1.735  -0.034
C 1.737 3.212 0.899  -1.084
N 1.374 2.045 1.371  0.419
C 1.989 1.945 2.605  0.481
C 1.965 0.926 3.552  -0.371
C 2.697 1.106 4.704  -1.005
C 3.447 2.265 4.925  -0.484
C 3.477 3.293 4.006  -1.080
C 2.734 3.120 2.847  0.718
H 2.902 4.834 1.595  0.233
H 1.441 3.603 -0.058  0.611
H 1.379 0.033 3.386  0.420
H 2.689 0.341 5.464  0.447
H 4.015 2.357 5.836  0.409
H 4.043 4.194 4.182  0.435


No. 5
C6H6N2O | the ωB97M-V functional and the def2-TZVPD basis

Computed properties:
- energy (Ha) = -416.849359
- largest force on an atom (Eh/bohr) = 0.169
- HOMO (eV) = -9.8
- gap between HOMO and LUMO (eV) = 9.30
- charge = 0
- SMILES = CC(=O)c1cnccn1

Each line ends with the Mulliken charge.
Geometry (Å):
C 2.212 0.582 1.827  -0.925
C 0.635 0.382 1.510  0.522
O -0.248 0.224 2.426  -0.544
C 0.098 -0.128 0.127  0.457
C -1.296 -0.031 0.061  -0.521
N -1.979 -0.164 -1.188  -0.494
C -1.195 -0.187 -2.222  -0.037
C 0.185 -0.497 -2.066  -0.108
N 0.916 -0.243 -0.959  -0.463
H 2.807 -0.557 2.117  0.239
H 2.583 1.148 2.729  0.348
H 2.917 1.008 0.786  0.249
H -1.823 -0.172 0.847  0.612
H -1.496 -0.337 -3.293  0.275
H 0.611 -0.764 -2.991  0.392


No. 6
C6H9PSi2 | the ωB97M-V functional and the def2-TZVPD basis

Computed properties:
- energy (Ha) = -1154.286266
- largest force on an atom (Eh/bohr) = 0.063
- HOMO (eV) = -7.9
- gap between HOMO and LUMO (eV) = 7.97
- charge = 0
- SMILES = c1ccc2c(c1)[SiH2][SiH2]P2

Each line ends with the Mulliken charge.
Geometry (Å):
C 2.675 -0.367 0.350  -0.561
C 2.744 1.001 0.242  -0.512
C 1.539 1.700 0.041  -0.517
C 0.266 1.075 -0.164  0.466
C 0.220 -0.352 -0.214  0.254
C 1.482 -0.998 -0.006  -0.243
Si -1.326 -1.216 -0.692  0.234
Si -2.544 0.181 0.661  0.262
P -1.195 1.996 -0.612  -0.147
H 3.628 -0.889 0.547  0.303
H 3.606 1.590 0.358  0.414
H 1.547 2.761 -0.036  0.276
H 1.468 -2.143 -0.195  0.176
H -1.702 -1.391 -2.230  -0.072
H -1.139 -2.500 -0.076  -0.163
H -3.960 0.526 0.287  -0.113
H -2.340 -0.075 2.101  -0.085
H -0.837 3.226 0.005  0.027


No. 7
C4H4F2O | the ωB97M-V functional and the def2-TZVPD basis

Computed properties:
- energy (Ha) = -429.622026
- largest force on an atom (Eh/bohr) = 0.254
- HOMO (eV) = -9.1
- gap between HOMO and LUMO (eV) = 8.76
- charge = 0
- SMILES = C=C=C=O.FCF

Each line ends with the Mulliken charge.
Geometry (Å):
C 0.401 0.222 0.702  -0.552
C -0.299 1.280 0.789  -0.241
C -0.917 2.054 -0.090  0.572
O -1.824 2.724 -0.401  -0.370
H 0.606 -0.156 -0.330  0.299
H 0.467 -0.370 1.566  0.309
F -2.006 -1.454 0.691  -0.258
C -2.428 -0.731 -0.438  -0.047
F -2.981 0.372 -0.111  -0.182
H -1.688 -0.669 -0.948  0.301
H -3.302 -1.395 -0.869  0.168


No. 8
C3H3ClS | the ωB97M-V functional and the def2-TZVPD basis

Computed properties:
- energy (Ha) = -974.323071
- largest force on an atom (Eh/bohr) = 0.089
- HOMO (eV) = -8.1
- gap between HOMO and LUMO (eV) = 8.34
- charge = 0

Each line ends with the Mulliken charge.
Geometry (Å):
C 1.202 1.318 0.322  -0.374
C 0.485 0.289 0.030  0.107
C -1.044 -0.840 -0.070  -0.276
S 2.171 -0.445 0.107  -0.272
Cl -2.455 0.214 0.148  -0.145
H 1.590 2.241 0.030  0.349
H -1.041 -1.721 0.571  0.338
H -0.907 -1.055 -1.138  0.272


Which formula does entry 3 have?
C4H8O3S